A structure of composition C28H28FI2NO5 in a non-equilibrium geometry. Source: OMol25; level of theory: the ωB97M-V functional and the def2-TZVPD basis.

Calculated values
HOMO-LUMO gap	7.917	eV
electronic energy	-2209.7438	a.u.

CARTESIAN COORDINATES (ANGSTROEM)
1 C -2.1308 -3.6339 -1.9407
2 C -1.4565 -2.9376 -2.6834
3 C -0.9116 -1.8019 -3.5989
4 C -2.0660 -0.8077 -4.0588
5 O -1.8007 0.5774 -3.8418
6 C -1.4439 0.8876 -2.4867
7 C -1.4921 2.4814 -2.3949
8 C -0.7097 3.0621 -1.1578
9 O 0.6454 3.4944 -1.4915
10 C 1.5972 2.5601 -1.0588
11 O 1.8466 2.5330 0.1347
12 C 2.3598 1.5876 -2.0101
13 C 2.1752 0.0443 -1.6094
14 C -2.4173 0.3123 -1.3778
15 N -3.7535 0.9182 -1.3251
16 F -4.3632 0.9633 -2.5600
17 C -2.2835 -0.9954 -5.6237
18 I -4.1223 -1.9022 -6.3246
19 C -1.3264 -0.6201 -6.5373
20 C 0.0400 0.0288 -6.1413
21 I -1.6324 -0.9095 -8.6737
22 H -2.5407 -4.4507 -1.3103
23 H -0.5610 -2.3388 -4.5310
24 H -0.0037 -1.3111 -3.1706
25 H -3.0435 -1.1433 -3.5979
26 H -0.3609 0.6202 -2.2979
27 H -0.9671 2.8478 -3.3296
28 H -2.5364 2.8837 -2.4601
29 H -0.7248 2.3736 -0.2686
30 H -1.2398 4.0058 -0.8324
31 H 2.1192 1.7452 -3.0994
32 H 3.4645 1.8023 -1.9053
33 H 3.0921 -0.3972 -1.1477
34 H 1.8909 -0.4793 -2.5676
35 H 1.3170 -0.0606 -0.8811
36 H -2.5424 -0.8033 -1.3931
37 H -1.9348 0.5486 -0.3797
38 H -3.7649 1.8216 -0.8494
39 H 0.5912 -0.5192 -5.3345
40 H -0.1557 1.0902 -5.8016
41 H 0.6901 0.1176 -7.0550
42 C -0.8260 -2.2932 7.5603
43 C -1.8105 -1.8687 6.6718
44 C -1.4562 -1.1984 5.5098
45 C -0.1159 -0.9389 5.2367
46 C 0.8691 -1.3432 6.1393
47 C 0.5106 -2.0309 7.2958
48 C 2.2986 -1.0310 5.8866
49 O 3.1573 -1.3869 6.6713
50 C 2.6589 -0.2704 4.6651
51 C 3.9873 0.0805 4.4405
52 C 4.3361 0.7811 3.2934
53 C 3.3606 1.1264 2.3612
54 C 2.0336 0.7826 2.5841
55 C 1.6785 0.0928 3.7396
56 C 0.2530 -0.2370 3.9823
57 O -0.6016 0.0671 3.1696
58 H -1.1034 -2.8248 8.4634
59 H -2.8552 -2.0634 6.8859
60 H -2.2254 -0.8743 4.8184
61 H 1.2732 -2.3584 7.9927
62 H 4.7511 -0.1881 5.1611
63 H 5.3705 1.0579 3.1233
64 H 3.6337 1.6667 1.4635
65 H 1.2785 1.0573 1.8591

A structure of composition C16H16N4O3S2 in a non-equilibrium geometry. Source: OMol25; level of theory: the ωB97M-V functional and the def2-TZVPD basis.

Calculated values
HOMO-LUMO gap	8.262	eV
relative energy (zero: lowest compared OMol25 entry of this formula, charge and spin)	1.1141	eV
electronic energy	-1860.4472	a.u.

CARTESIAN COORDINATES (ANGSTROEM)
1 O 0.2745 -0.2786 2.5722
2 C 0.2958 -1.1444 1.7204
3 N 1.2243 -1.1820 0.7400
4 H 1.1919 -1.9248 0.0607
5 C 2.3349 -0.2554 0.6662
6 C 2.4486 0.4433 -0.6644
7 C 2.3805 -0.2717 -1.8540
8 C 2.5180 0.3721 -3.0708
9 C 2.7353 1.7389 -3.1129
10 C 2.8126 2.4574 -1.9318
11 C 2.6680 1.8132 -0.7156
12 H 2.7228 2.3803 0.2009
13 H 2.9810 3.5233 -1.9560
14 H 2.8456 2.2405 -4.0629
15 H 2.4616 -0.1959 -3.9878
16 H 2.2285 -1.3419 -1.8370
17 H 3.2686 -0.8008 0.8661
18 H 2.1847 0.4722 1.4670
19 C -0.6899 -2.3017 1.6540
20 H -1.1639 -2.3284 0.6709
21 C -1.7797 -2.2258 2.7306
22 N -2.6536 -1.0829 2.6303
23 S -3.4991 -0.8978 1.2184
24 O -4.6125 -0.0369 1.4679
25 O -3.7453 -2.2009 0.6680
26 C -2.3879 -0.0237 0.1065
27 C -2.2221 -0.3979 -1.1964
28 C -1.3467 0.3018 -2.0518
29 C -0.6124 1.3698 -1.6100
30 C -0.7461 1.7614 -0.2683
31 N -0.1025 2.7359 0.3817
32 S -0.6057 2.7597 1.9028
33 N -1.6714 1.5692 1.8323
34 C -1.6659 1.0690 0.5960
35 H 0.0638 1.9052 -2.2557
36 H -1.2558 -0.0206 -3.0777
37 H -2.7793 -1.2490 -1.5569
38 H -2.2317 -0.2053 2.9076
39 H -1.3218 -2.2062 3.7217
40 H -2.4162 -3.1085 2.6396
41 H -0.1316 -3.2320 1.7880

A cluster of 2 separate species, C5H13N3O in total in a non-equilibrium geometry. Source: OMol25; level of theory: the ωB97M-V functional and the def2-TZVPD basis.

Calculated values
charge	+2
HOMO-LUMO gap	9.561	eV
relative energy (zero: lowest compared OMol25 entry of this formula, charge and spin)	2.3732	eV
electronic energy	-437.1711	a.u.

CARTESIAN COORDINATES (ANGSTROEM)
1 C 0.0887 -1.6931 -0.2054
2 C 1.3885 -1.0187 -0.4555
3 C 1.8055 -0.0146 0.2308
4 C 2.9722 0.6564 -0.2133
5 C -3.4235 1.0143 -0.4601
6 N -2.1075 1.0083 -0.3988
7 N 3.8315 1.4663 0.3678
8 N -0.9696 -1.1458 0.6347
9 O -4.1960 0.3597 0.3652
10 H 0.3400 -2.6911 0.0873
11 H -0.3753 -1.7712 -1.3327
12 H 1.9899 -1.4744 -1.2638
13 H 1.3857 0.4257 1.1428
14 H 3.0807 0.3818 -1.3033
15 H -3.9062 1.5962 -1.2116
16 H 3.9456 1.6714 1.4152
17 H 4.6149 1.9087 -0.1048
18 H -1.6479 1.3630 -1.2349
19 H -1.5154 0.1570 0.2214
20 H -0.6599 -0.8041 1.5187
21 H -1.6182 -1.9043 0.8126
22 H -5.1947 0.5918 0.2530

A structure of composition C4H11N3 in a non-equilibrium geometry. Source: OMol25; level of theory: the ωB97M-V functional and the def2-TZVPD basis.

Calculated values
HOMO-LUMO gap (spin up / spin down)	8.082 / 8.181	eV
relative energy (zero: lowest compared OMol25 entry of this formula, charge and spin)	6.0192	eV
electronic energy	-323.0853	a.u.

CARTESIAN COORDINATES (ANGSTROEM)
1 C 1.3570 1.3964 -0.1715
2 C 0.3473 -0.0901 0.7345
3 C 1.2952 -1.0683 0.9052
4 H 0.0830 0.6136 1.5181
5 H 1.0007 2.4105 -0.3164
6 H 1.8699 1.0017 -1.0380
7 H 2.0240 1.4429 0.6881
8 H 1.1561 -2.0593 0.4943
9 H 2.2662 -0.8411 1.3270
10 C -0.8313 -0.2415 -0.2702
11 N -0.8637 -1.4591 -1.0470
12 N -2.0885 -0.1926 0.4646
13 N -0.4943 0.8498 -1.1269
14 H -0.9433 -2.2968 -0.4852
15 H -0.1012 -1.5064 -1.7086
16 H -2.1690 0.6207 1.0647
17 H -2.8699 -0.2483 -0.1795
18 H -1.0382 1.6678 -0.8534

An isolated molecule of HIN2 in a non-equilibrium geometry. Source: OMol25; level of theory: the ωB97M-V functional and the def2-TZVPD basis.

Calculated values
SMILES	[H]/N=N/I
HOMO-LUMO gap	9.333	eV
relative energy (zero: lowest compared OMol25 entry of this formula, charge and spin)	2.8661	eV
electronic energy	-407.7215	a.u.

CARTESIAN COORDINATES (ANGSTROEM)
1 H -0.5513 -0.7242 1.2895
2 N 0.1803 -0.4225 0.6981
3 N -0.4912 0.1032 -0.3140
4 I 0.8622 1.0435 -1.6736

An isolated molecule of C5H7Cl2F2NS in a non-equilibrium geometry. Source: OMol25; level of theory: the ωB97M-V functional and the def2-TZVPD basis.

Calculated values
SMILES	CC(C)N(C(F)=S)C(F)(Cl)Cl
HOMO-LUMO gap	9.374	eV
electronic energy	-1767.7297	a.u.

CARTESIAN COORDINATES (ANGSTROEM)
1 C -0.0468 0.3669 -1.3402
2 C 0.5017 -0.4995 -0.2398
3 C -0.1234 -0.3030 1.1357
4 N 1.9767 -0.4173 -0.1464
5 C 2.6752 -1.5601 0.0265
6 F 4.0395 -1.4739 0.0819
7 S 2.0250 -2.9961 0.2994
8 C 2.7235 0.9129 -0.0349
9 F 1.9165 1.9570 -0.0497
10 Cl 3.7327 1.0656 -1.5865
11 Cl 3.7331 0.9330 1.4848
12 H -0.5079 1.2179 -0.9581
13 H 0.6546 0.5913 -2.1369
14 H -0.6732 -0.3431 -1.7740
15 H 0.3737 -1.5342 -0.5780
16 H 0.2332 0.7161 1.3316
17 H -0.0018 -1.0850 1.9714
18 H -1.2658 -0.2608 1.1501

An isolated molecule of C21H26N2O2S. Source: OMol25; level of theory: the ωB97M-V functional and the def2-TZVPD basis.

Calculated values
SMILES	CCn1c(=O)cc(SCC(=O)NCCC2=CCCCC2)c2ccccc21
HOMO-LUMO gap	8.566	eV
relative energy (zero: lowest compared OMol25 entry of this formula, charge and spin)	0.0875	eV
electronic energy	-1474.0550	a.u.

CARTESIAN COORDINATES (ANGSTROEM)
1 C -1.3184 3.2418 2.3989
2 C 0.1263 2.8983 2.7487
3 N 0.6621 1.8774 1.8625
4 C 0.6275 0.5753 2.3549
5 O 0.1884 0.3420 3.4680
6 C 1.1176 -0.4569 1.4709
7 C 1.5670 -0.1871 0.2263
8 S 2.0975 -1.4327 -0.9062
9 C 1.9921 -2.9665 0.0522
10 C 0.5924 -3.4242 0.4658
11 O 0.4580 -4.1865 1.3983
12 N -0.4118 -2.9658 -0.2955
13 C -1.7964 -3.2943 -0.0526
14 C -2.6245 -2.0448 0.2705
15 C -2.5604 -1.0156 -0.8334
16 C -2.9764 -1.2779 -2.0655
17 C -2.9295 -0.3038 -3.2025
18 C -2.6932 1.1227 -2.7157
19 C -1.5742 1.1301 -1.6814
20 C -2.0061 0.3306 -0.4564
21 C 1.5959 1.1707 -0.2489
22 C 2.0665 1.4987 -1.5239
23 C 2.0692 2.7981 -1.9687
24 C 1.5946 3.8027 -1.1325
25 C 1.1284 3.5078 0.1280
26 C 1.1193 2.1894 0.6066
27 H -1.6844 4.0167 3.0669
28 H -1.4044 3.5913 1.3722
29 H -1.9416 2.3591 2.5179
30 H 0.1592 2.4716 3.7545
31 H 0.7682 3.7807 2.7231
32 H 1.0630 -1.4516 1.8817
33 H 2.4153 -3.7258 -0.6094
34 H 2.6290 -2.8916 0.9342
35 H -0.2199 -2.3071 -1.0373
36 H -2.2030 -3.7949 -0.9370
37 H -1.8122 -3.9895 0.7896
38 H -2.2580 -1.6083 1.2010
39 H -3.6581 -2.3598 0.4299
40 H -3.3748 -2.2546 -2.3076
41 H -3.8631 -0.3603 -3.7681
42 H -2.1250 -0.5993 -3.8858
43 H -2.4393 1.7686 -3.5581
44 H -3.6068 1.5075 -2.2579
45 H -1.3238 2.1528 -1.3921
46 H -0.6779 0.6813 -2.1156
47 H -1.1642 0.2009 0.2268
48 H -2.7778 0.8835 0.0905
49 H 2.4322 0.7044 -2.1571
50 H 2.4339 3.0373 -2.9551
51 H 1.5887 4.8276 -1.4723
52 H 0.7686 4.3150 0.7432